Record 1
Entry from OMol25: a structure of composition C53H71AsAuNO4P2S2Si at a distorted geometry (ωB97M-V with the def2-TZVPD basis set).

Structure (XYZ):
```
136
Properties=species:S:1:pos:R:3
Au -0.863 0.301 -0.294
C -1.891 1.986 3.556
C -0.714 1.127 3.114
C -0.080 0.409 4.301
C 0.317 1.994 2.405
O -1.164 0.140 2.140
Si -2.154 -1.174 2.331
S -2.395 -1.583 0.230
O -3.540 -0.705 3.000
C -4.625 -1.465 3.600
C -4.252 -1.750 5.051
C -5.855 -0.574 3.512
C -4.849 -2.763 2.833
O -1.504 -2.375 3.173
C -0.599 -3.479 3.005
C 0.736 -2.952 2.489
C -1.191 -4.484 2.024
C -0.445 -4.102 4.385
H -1.563 2.709 4.305
H -2.678 1.368 3.986
H -2.290 2.524 2.697
H 0.253 1.138 5.040
H 0.782 -0.175 3.974
H -0.799 -0.262 4.774
H 0.681 2.775 3.073
H -0.135 2.459 1.525
H 1.166 1.381 2.090
H -4.198 -0.822 5.622
H -3.281 -2.244 5.087
H -4.996 -2.402 5.509
H -5.662 0.388 3.988
H -6.694 -1.051 4.019
H -6.127 -0.410 2.468
H -4.025 -3.455 3.010
H -4.915 -2.563 1.762
H -5.775 -3.236 3.160
H 0.577 -2.396 1.560
H 1.415 -3.782 2.292
H 1.195 -2.295 3.231
H -1.312 -4.031 1.040
H -2.167 -4.822 2.371
H -0.535 -5.352 1.942
H -0.080 -3.361 5.098
H 0.259 -4.934 4.350
H -1.407 -4.476 4.736
C 2.894 0.506 0.364
C 3.100 -0.589 1.386
As 4.707 -0.207 2.525
C 4.254 1.565 3.192
C 3.499 1.614 4.365
C 3.031 2.827 4.842
C 3.322 3.996 4.153
C 4.079 3.952 2.988
C 4.555 2.743 2.509
C 6.142 0.043 1.264
C 6.232 -0.780 0.139
C 7.277 -0.620 -0.750
C 8.259 0.336 -0.503
C 8.198 1.127 0.637
C 7.154 0.970 1.532
P 1.482 0.141 -0.801
C 1.867 1.412 -2.041
C 2.482 1.180 -3.267
C 2.800 2.250 -4.093
C 2.502 3.547 -3.705
C 1.878 3.783 -2.486
C 1.563 2.722 -1.657
C 1.947 -1.496 -1.430
C 3.197 -1.717 -2.013
C 3.540 -2.984 -2.459
C 2.654 -4.041 -2.303
C 1.426 -3.834 -1.690
C 1.071 -2.565 -1.256
H 3.775 0.650 -0.265
H 2.670 1.460 0.836
H 3.230 -1.564 0.917
H 2.253 -0.661 2.071
H 3.290 0.700 4.909
H 2.451 2.860 5.754
H 2.970 4.947 4.530
H 4.304 4.864 2.451
H 5.149 2.721 1.604
H 5.487 -1.548 -0.038
H 7.340 -1.248 -1.629
H 9.088 0.443 -1.189
H 8.971 1.856 0.837
H 7.122 1.563 2.438
H 2.698 0.170 -3.587
H 3.289 2.065 -5.041
H 2.753 4.376 -4.354
H 1.641 4.795 -2.183
H 1.064 2.902 -0.709
H 3.902 -0.900 -2.119
H 4.503 -3.148 -2.927
H 2.926 -5.030 -2.650
H 0.744 -4.663 -1.548
H 0.110 -2.398 -0.783
C -4.784 2.174 1.131
P -3.940 2.184 -0.463
C -4.338 3.746 -1.280
C -4.718 0.882 -1.446
O -2.448 2.027 -0.351
H -5.864 2.152 0.981
H -4.520 3.065 1.699
H -4.468 1.285 1.680
H -5.417 3.887 -1.353
H -3.899 3.740 -2.277
H -3.904 4.563 -0.705
H -5.799 1.022 -1.489
H -4.483 -0.084 -0.997
H -4.307 0.915 -2.456
N -0.982 -0.386 -2.473
S -1.104 0.638 -3.700
C -2.789 0.600 -4.333
C -3.279 1.784 -4.865
C -4.558 1.804 -5.403
C -5.330 0.651 -5.394
C -4.825 -0.527 -4.858
C -3.545 -0.560 -4.326
C -0.328 -0.204 -5.106
C -0.023 -1.550 -5.037
C 0.580 -2.154 -6.131
C 0.866 -1.414 -7.270
C 0.555 -0.061 -7.320
C -0.042 0.553 -6.231
H -1.690 -1.116 -2.466
H -2.666 2.678 -4.859
H -4.946 2.717 -5.834
H -6.329 0.669 -5.809
H -5.424 -1.428 -4.867
H -3.153 -1.486 -3.923
H -0.228 -2.112 -4.136
H 0.826 -3.207 -6.086
H 1.340 -1.890 -8.118
H 0.781 0.515 -8.208
H -0.277 1.612 -6.252
```

2S+1: 3
ΔE to the lowest compared entry with this formula, charge and spin in kJ/mol: 0.0
Total charge: +2
HOMO-LUMO gap (alpha / beta) in eV: 8.0 / 3.5

Here are the Mulliken charges for atoms 1 to 4, given in e: Au 2.721; C -1.470; C 1.600; C -0.931

---

Record 2
Entry from OMol25: a structure of composition C5H4CrO2 at a distorted geometry (ωB97M-V with the def2-TZVPD basis set).

Structure (XYZ):
```
12
Properties=species:S:1:pos:R:3
O -2.328 -1.460 -0.878
C -1.578 -0.700 -0.365
C -1.700 0.513 0.330
C -0.586 1.259 0.656
C 0.756 0.997 0.829
H -2.718 0.868 0.511
H 1.029 0.507 1.776
H 1.502 1.736 0.514
C 1.383 -0.494 -0.698
O 0.394 -1.394 -0.688
Cr 2.596 -2.072 -0.468
H 1.249 0.241 -1.520
```

2S+1: 5
ΔE to the lowest compared entry with this formula, charge and spin in kJ/mol: 260.4
Total charge: +2
HOMO-LUMO gap (alpha / beta) in eV: 8.2 / 8.5

Here are the Mulliken charges for atoms 1 to 4, given in e: O -0.161; C 0.697; C -0.417; C 0.384

---

Record 3
Entry from OMol25: a structure of composition C16H17ClIrN2O3S2Sb (ωB97M-V with the def2-TZVPD basis set).

Structure (XYZ):
```
43
Properties=species:S:1:pos:R:3
Ir -0.502 0.098 0.414
S 0.666 1.023 -1.317
C -0.217 0.151 -2.509
S -0.941 -1.045 -1.504
C -0.332 0.361 -3.846
C 0.371 1.443 -4.452
N 0.972 2.320 -4.893
C -1.149 -0.507 -4.629
N -1.803 -1.246 -5.221
C 1.394 -3.379 0.971
Sb 1.316 -1.309 1.380
C 3.304 -0.726 0.971
C 1.211 -1.256 3.490
H 2.240 -3.794 1.517
H 1.529 -3.536 -0.097
H 0.476 -3.867 1.293
H 3.981 -1.372 1.528
H 3.462 0.310 1.263
H 3.492 -0.825 -0.097
H 1.985 -1.913 3.886
H 0.229 -1.590 3.825
H 1.372 -0.239 3.843
C -1.569 1.486 6.190
C -2.236 0.281 5.595
C -2.094 -0.979 6.156
C -2.704 -2.084 5.581
Cl -2.476 -3.654 6.297
C -3.479 -1.955 4.447
C -3.637 -0.698 3.875
C -3.013 0.402 4.442
O -3.109 1.677 3.935
C -3.418 1.829 2.577
C -2.346 1.284 1.669
O -1.407 0.554 2.202
O -2.343 1.496 0.446
H -0.929 1.197 7.022
H -2.304 2.205 6.553
H -0.966 2.005 5.444
H -1.493 -1.105 7.048
H -3.957 -2.821 4.010
H -4.237 -0.604 2.981
H -3.507 2.897 2.384
H -4.372 1.372 2.301
```

HOMO-LUMO gap in eV: 7.0

Here are the Mulliken charges for atoms 1 to 4, given in e: Ir 1.024; S -0.392; C 0.445; S -0.384

---

Record 4
Entry from OMol25: a structure of composition C14H39KNO6 at a distorted geometry (ωB97M-V with the def2-TZVPD basis set).

Structure (XYZ):
```
61
Properties=species:S:1:pos:R:3
K 0.558 -0.055 -0.910
C 2.220 3.361 0.366
O 1.777 2.361 1.262
C 0.889 2.858 2.243
C 0.732 1.926 3.424
N -0.019 0.692 3.105
C -0.047 -0.332 4.168
C -1.057 -1.405 3.835
O -2.409 -0.911 3.966
C -3.380 -1.911 3.978
H 2.878 3.053 -0.447
H 2.852 4.125 0.818
H 1.429 3.883 -0.172
H -0.032 2.995 1.676
H 1.232 3.812 2.646
H 0.206 2.477 4.204
H 1.708 1.709 3.856
H -0.964 0.923 2.834
H -0.340 0.075 5.136
H 0.945 -0.726 4.389
H -0.861 -2.294 4.434
H -0.824 -1.767 2.834
H -4.399 -1.554 4.124
H -3.136 -2.708 4.680
H -3.357 -2.385 2.996
C -4.211 3.505 2.245
C -4.576 2.258 1.417
O -3.420 1.854 0.810
H -3.554 4.154 1.666
H -3.696 3.174 3.147
H -5.071 4.090 2.573
H -5.278 2.522 0.626
H -4.992 1.466 2.040
H -3.552 2.136 -0.098
C 4.479 -1.975 0.788
C 4.625 -2.245 -0.705
O 4.367 -1.044 -1.395
H 4.873 -2.821 1.352
H 3.453 -1.731 1.064
H 4.988 -1.069 1.117
H 3.916 -3.039 -0.939
H 5.649 -2.522 -0.956
H 5.101 -0.457 -1.198
C -2.890 -4.232 -3.555
C -2.238 -4.227 -2.124
O -0.827 -4.041 -2.172
H -2.883 -3.245 -4.017
H -3.950 -4.484 -3.536
H -2.421 -4.996 -4.175
H -2.446 -5.186 -1.650
H -2.669 -3.441 -1.505
H -0.494 -4.664 -2.822
C 2.914 0.911 -7.072
C 2.267 1.744 -6.022
O 1.266 1.004 -5.440
H 3.604 1.562 -7.610
H 2.209 0.496 -7.792
H 3.448 0.073 -6.622
H 1.907 2.610 -6.579
H 2.930 2.097 -5.232
H 0.572 1.559 -5.076
```

ΔE to the lowest compared entry with this formula, charge and spin in kJ/mol: 241.9
Total charge: +1
HOMO-LUMO gap in eV: 8.0

Here are the Mulliken charges for atoms 1 to 4, given in e: K 0.898; C -0.953; O -0.181; C -0.485

---

Record 5
Entry from OMol25: a structure of composition C6H58NO27S at a distorted geometry (ωB97M-V with the def2-TZVPD basis set).

Structure (XYZ):
```
93
Properties=species:S:1:pos:R:3
C 3.125 -3.789 1.001
O 2.159 -2.978 1.716
C 1.466 -2.248 0.854
C 0.747 -1.172 1.512
N -0.021 -0.310 0.584
H 0.550 -0.190 -0.303
H -0.728 -0.811 0.159
C -0.530 0.970 1.112
C -1.088 1.773 -0.117
O -1.507 3.075 0.391
C -2.079 3.979 -0.499
H 2.574 -4.511 0.533
H 3.838 -4.108 1.824
H 3.774 -3.454 0.206
H 0.659 -2.698 0.132
H 2.122 -1.780 0.144
H 1.488 -0.663 1.962
H -0.071 -1.671 2.186
H 0.120 1.619 1.618
H -1.269 0.624 1.855
H -2.058 1.336 -0.549
H -0.303 1.982 -0.946
H -2.322 4.926 0.048
H -3.086 3.719 -0.951
H -1.414 4.244 -1.283
S 0.515 0.021 -3.165
O 1.544 -0.290 -4.128
O -0.535 -0.974 -3.349
O 1.057 -0.013 -1.844
O -0.003 1.310 -3.503
O -1.699 -1.664 -1.066
H -2.529 -2.032 -1.391
H -1.321 -1.560 -1.914
O -5.016 3.654 0.896
H -5.209 4.390 1.592
H -4.853 4.110 0.127
O 2.766 2.706 1.606
H 2.476 1.871 1.258
H 2.675 2.824 2.497
O -0.914 5.967 -3.083
H -1.632 5.540 -3.044
H -0.290 5.384 -3.455
O 0.865 -4.429 3.392
H 0.142 -3.995 3.598
H 1.304 -3.915 2.712
O -2.028 3.965 3.644
H -2.779 3.343 3.330
H -1.217 3.792 3.230
O 1.364 4.366 -0.417
H 0.681 5.019 0.008
H 1.411 3.704 0.208
O -1.699 -4.796 -1.506
H -1.908 -4.780 -0.604
H -1.181 -3.928 -1.685
O 0.710 3.754 -3.146
H 0.473 2.709 -3.211
H 1.183 3.980 -2.335
O 0.718 4.313 2.627
H 1.391 4.941 2.561
H 1.101 3.812 3.251
O 3.557 -1.124 -1.758
H 4.329 -1.224 -1.148
H 3.075 -0.545 -1.162
O -4.987 1.221 -2.007
H -4.839 1.224 -0.936
H -5.894 1.490 -2.197
O 0.662 -6.045 -0.428
H -0.068 -5.684 -0.842
H 0.296 -6.549 0.253
O 5.653 -4.765 3.466
H 5.112 -4.680 4.232
H 5.669 -4.123 2.850
O -4.294 0.985 0.703
H -3.596 0.581 1.202
H -4.279 1.898 0.944
O -2.440 2.092 -3.387
H -2.977 1.515 -2.781
H -1.532 1.798 -3.371
O 2.143 0.908 -0.380
H 1.580 0.668 -1.073
H 2.567 1.512 -0.946
O -3.270 4.617 -3.780
H -3.053 3.733 -3.519
H -3.959 4.930 -3.194
O -2.868 -1.125 2.196
H -3.239 -1.066 3.078
H -3.034 -2.091 1.860
O 5.973 -6.235 1.011
H 5.410 -6.113 1.757
H 6.820 -6.717 1.071
O 2.509 -7.261 0.831
H 3.299 -7.677 0.551
H 1.970 -7.113 0.027
```

ΔE to the lowest compared entry with this formula, charge and spin in kJ/mol: 9.9
Total charge: -1
HOMO-LUMO gap in eV: 6.3

Here are the Mulliken charges for atoms 1 to 4, given in e: C -0.415; O -0.662; C 0.778; C -0.745

---

Record 6
Entry from OMol25: a structure of composition C28H28BrClN4PSTi (ωB97M-V with the def2-TZVPD basis set).

Structure (XYZ):
```
65
Properties=species:S:1:pos:R:3
Ti -0.718 -0.577 -1.185
N 0.136 -4.964 -0.981
C 0.058 -3.611 -0.685
S 0.979 -2.530 -1.700
N -0.678 -3.262 0.314
N -0.718 -1.881 0.480
C -0.386 -1.428 1.686
C -0.223 -2.313 2.859
C -1.239 -3.193 3.232
C -1.093 -4.011 4.339
C 0.076 -3.973 5.090
C 1.098 -3.111 4.721
C 0.949 -2.289 3.613
C -0.115 -0.038 1.763
C 0.002 0.687 2.975
C 0.194 2.039 2.947
C 0.233 2.702 1.702
C 0.081 1.951 0.566
N -0.054 0.616 0.556
H 0.972 -5.223 -1.476
H -0.099 -5.558 -0.198
H -2.138 -3.236 2.633
H -1.893 -4.686 4.616
H 0.190 -4.617 5.953
H 2.018 -3.081 5.292
H 1.751 -1.623 3.318
H -0.086 0.154 3.912
H 0.278 2.598 3.870
H 0.348 3.775 1.630
H 0.049 2.429 -0.406
C 0.408 2.287 -3.586
P 1.035 0.904 -2.567
C 1.934 -0.080 -3.819
C 2.429 1.633 -1.645
C 3.044 0.802 -0.704
C 4.073 1.282 0.089
C 4.493 2.600 -0.034
C 3.881 3.434 -0.958
C 2.855 2.952 -1.761
H -0.040 3.051 -2.950
H -0.379 1.884 -4.225
H 1.180 2.738 -4.213
H 2.616 0.548 -4.395
H 1.217 -0.561 -4.482
H 2.497 -0.864 -3.313
H 2.687 -0.216 -0.579
H 4.534 0.628 0.818
H 5.287 2.979 0.597
H 4.197 4.466 -1.052
H 2.383 3.621 -2.469
Br -6.338 3.380 -0.002
C -4.807 2.298 -0.387
C -4.547 1.182 0.387
C -3.428 0.410 0.093
C -2.542 0.704 -0.955
C -2.869 1.843 -1.699
C -3.979 2.643 -1.437
H -5.205 0.919 1.206
H -3.244 -0.461 0.718
H -2.243 2.135 -2.541
H -4.194 3.517 -2.041
Cl -2.477 -2.115 -2.503
C -1.439 -0.822 -3.273
H -2.134 -0.114 -3.724
H -0.860 -1.350 -4.030
```

2S+1: 3
ΔE to the lowest compared entry with this formula, charge and spin in kJ/mol: 188.7
Total charge: -1
HOMO-LUMO gap (alpha / beta) in eV: 5.4 / 7.4

Here are the Mulliken charges for atoms 1 to 4, given in e: Ti -0.509; N -0.551; C 0.493; S -0.624

---

Record 7
Entry from OMol25: the molecule C5H7NO at a distorted geometry (ωB97M-V with the def2-TZVPD basis set).

Structure (XYZ):
```
14
Properties=species:S:1:pos:R:3
O 1.058 1.067 1.577
C 1.425 1.264 0.437
C 0.692 0.846 -0.736
C -0.055 -0.373 -0.959
C -0.292 -1.312 0.192
C -1.367 -0.302 0.618
N -1.016 0.638 -0.536
H 2.370 1.794 0.254
H 1.082 1.269 -1.670
H -0.069 -0.647 -1.997
H 0.531 -1.423 0.898
H -0.649 -2.282 -0.141
H -1.305 0.113 1.615
H -2.405 -0.652 0.446
```

ΔE to the lowest compared entry with this formula, charge and spin in kJ/mol: 355.3
SMILES: O=C[C@H]1[C@H]2CCN21
HOMO-LUMO gap in eV: 9.7

Here are the Mulliken charges for atoms 1 to 4, given in e: O -0.491; C -0.073; C -0.188; C 0.126

---

What are the electronic energy values for these records? In order: -6557.62761 -1386.91566 -2556.25171 -1662.63624 -2747.63059 -5926.11135 -324.58915 hartree.